{"formula": "C4H10NOP", "method": "the ωB97M-V functional and the def2-TZVPD basis", "elements": ["N", "H", "H", "C", "H", "C", "H", "H", "H", "H", "O", "C", "H", "C", "H", "H", "P"], "xyz": [[1.3372, 1.3977, -0.1956], [-0.4900, 2.1559, -0.8130], [-0.6636, 0.3981, 2.4539], [1.6577, -1.7464, -0.7374], [-0.8200, -1.3476, 2.2548], [-0.2692, -0.4525, 1.8437], [0.8110, -0.5692, 1.9595], [2.3885, -0.9020, -0.8432], [1.7865, -2.4064, -1.6290], [-2.6506, 1.6351, -1.6440], [0.2884, -1.3138, -0.7341], [0.1311, 1.3318, -0.4165], [1.8700, -2.3641, 0.1450], [-2.9847, 1.6305, -0.5685], [1.8124, 2.1947, -0.5874], [-3.4848, 0.6472, -0.4999], [-0.7200, -0.2892, 0.0117]], "mulliken_charge": [-0.478, 0.368, 0.329, -0.574, 0.313, -1.038, 0.334, 0.270, 0.244, 0.220, -0.373, -0.071, 0.257, -0.526, 0.226, 0.238, 0.263], "e_above_lowest_kcal_mol": 144.5, "homo_energy_ev": [-8.76, -8.76]}



{"formula": "C3H11N3OS", "method": "the ωB97M-V functional and the def2-TZVPD basis", "elements": ["N", "H", "C", "S", "H", "C", "O", "N", "H", "C", "N", "H", "H", "H", "H", "H", "H", "H", "H"], "xyz": [[-3.2952, 1.0834, 0.3603], [0.6193, 0.0825, -2.3580], [1.0214, 0.5060, -1.4610], [-1.9744, -0.6971, -0.6825], [0.0910, -1.7261, 0.9508], [0.6357, -1.5114, 0.0041], [-2.4557, -1.3638, 0.5816], [-2.5521, 0.7240, -0.7108], [-0.2986, -0.0718, 1.7202], [0.2852, 0.5980, 0.9214], [0.3671, -0.1371, -0.2919], [0.7002, 1.5023, -1.4479], [0.1726, -2.0785, -0.8390], [-4.1571, 1.5205, 0.0418], [-0.2241, 1.5993, 0.6913], [1.3598, 0.7627, 1.2146], [2.0871, 0.6343, -1.3411], [1.6671, -1.7423, 0.1639], [-3.3248, 0.2853, 0.9035]], "mulliken_charge": [-0.379, 0.329, -1.082, 0.587, 0.400, -1.033, -0.621, -0.204, 0.291, -1.063, 0.171, 0.380, 0.325, 0.241, 0.314, 0.412, 0.325, 0.334, 0.272], "e_above_lowest_kcal_mol": 87.6, "homo_energy_ev": -7.84}



{"formula": "C55H44BrIN4O3SSb2Sc", "method": "the ωB97M-V functional and the def2-TZVPD basis", "elements": ["H", "I", "H", "H", "C", "C", "C", "H", "C", "C", "H", "H", "C", "H", "H", "C", "C", "C", "C", "H", "H", "H", "C", "C", "C", "C", "H", "C", "H", "H", "Br", "C", "H", "H", "C", "H", "N", "H", "H", "H", "C", "C", "H", "C", "C", "N", "H", "C", "H", "C", "H", "H", "C", "C", "C", "H", "C", "H", "Sb", "C", "O", "Sc", "H", "S", "C", "C", "C", "C", "C", "O", "C", "H", "H", "C", "H", "H", "N", "C", "C", "O", "C", "H", "H", "C", "C", "H", "H", "C", "C", "C", "C", "H", "C", "C", "C", "H", "H", "H", "N", "H", "C", "C", "C", "C", "Sb", "H", "C", "H", "C", "H", "C", "C"], "xyz": [[1.3914, -3.2240, -6.2479], [-1.7367, 3.0393, 0.0155], [-3.1079, -0.1064, 2.5711], [-2.9630, 5.3905, -1.5947], [-0.7092, 3.5104, -4.0180], [3.0845, -3.6898, 1.7894], [2.5740, 4.8190, 3.2875], [5.2523, 4.6174, -2.5233], [3.9280, 4.8100, 3.5868], [2.0637, 3.9094, 2.3645], [1.9142, 5.5365, 3.7639], [1.0091, 3.9536, 2.1101], [-2.3295, 4.8842, -2.3106], [2.4154, -1.3129, 3.9771], [1.4895, -3.4897, 4.3314], [1.1790, -4.2642, 0.4339], [-4.8658, -1.6323, -0.9262], [-3.1885, 3.7979, 4.9750], [-2.5638, 0.7394, 2.9486], [2.0015, 0.9017, -2.7063], [-2.8164, 6.1473, -3.9714], [2.3954, -2.9565, -3.9703], [1.4697, -2.4552, -4.2280], [2.2471, -0.6615, 3.1189], [-2.5306, 2.7718, 4.1887], [-1.6721, -4.1930, 5.3318], [-6.9907, -1.4249, -1.2177], [4.5485, 3.7934, -2.5633], [-0.5802, 3.6871, 4.2848], [3.9700, 0.6051, 2.9442], [1.6359, -1.5013, -1.6100], [1.8127, -3.3769, 1.3087], [-4.2970, 1.5625, 3.9007], [1.7443, 0.2323, 3.5054], [-2.5611, -1.7481, -0.5220], [-2.9128, -4.2570, -1.8286], [-1.2736, 0.8358, 2.6220], [-3.7051, 0.7671, -4.4484], [4.7325, 3.5265, -4.6868], [4.7150, -5.0939, 1.7652], [-1.5649, 3.7847, -1.9552], [-2.1757, 0.4365, -2.9504], [4.4784, 0.3166, 0.5412], [-3.2384, 1.6812, 3.7106], [-1.6938, -2.6689, 3.4711], [-0.7699, 3.1173, -2.7391], [1.3076, -6.1260, -0.6250], [-1.0022, -0.1601, -2.5712], [-5.1400, -5.0365, -2.6504], [-2.7687, 0.2649, -4.2259], [0.2718, -4.8189, 6.0047], [-0.0519, 2.9352, -4.6625], [-1.1746, 2.8642, 3.9068], [0.8314, -1.6701, -3.3232], [0.4052, -3.4537, 4.3560], [3.2536, -0.9208, 0.4049], [-2.3811, -3.4282, 4.4156], [-3.4662, -3.4242, 4.4291], [2.0957, 1.5600, 0.3595], [3.5076, 0.0035, 0.9263], [-4.6403, 1.0212, -0.8306], [-0.6840, -0.0897, -0.3223], [0.1922, -4.0377, 0.0473], [-4.4385, -0.1569, -0.0477], [4.7734, 3.9040, 2.9506], [3.0464, 2.2813, -1.4186], [3.9482, 3.3465, -1.3890], [-6.1819, -3.2814, -1.9816], [-2.2441, 5.2915, -3.6319], [-5.0210, -0.2139, 1.2623], [2.9008, 2.9804, 1.7376], [3.5889, -6.6425, 0.1962], [4.3086, -1.0657, 2.5886], [-0.2807, -4.2079, 5.2988], [3.1134, 1.6528, -4.7592], [-2.2512, -2.0947, 2.7432], [-3.7066, 4.6169, 5.5957], [-5.0474, -4.0757, -2.1568], [-0.3790, -0.9803, -3.5496], [-1.3751, -2.1541, -0.5866], [-3.7400, -2.4232, -1.0807], [-2.7001, 1.0922, -2.2684], [3.5879, -3.0284, 2.4892], [3.3463, 2.1338, -3.8148], [-0.9376, -1.1627, -4.8437], [-2.6012, -0.6708, -6.1411], [4.1911, 3.8434, -0.4596], [-0.2978, -2.6685, 3.4432], [3.0889, -5.7335, 0.5137], [-0.6047, 1.8822, 3.1263], [-3.8056, -3.6528, -1.7037], [4.9452, 2.3067, 1.5424], [3.7236, -4.8619, 1.3889], [-1.4304, 4.5871, -4.5060], [3.5755, -0.2704, 2.4352], [0.4503, 1.9273, 2.8967], [-1.3512, 4.8682, -5.5505], [-7.1413, -3.6372, -2.3363], [-2.7997, -0.5438, 0.0400], [5.8347, 3.9058, 3.1698], [4.2648, 2.9954, 2.0317], [-2.1632, -0.5228, -5.1569], [0.8928, -2.6068, -5.5104], [-6.1099, -2.0411, -1.3564], [0.7513, -1.6249, 1.9179], [4.3301, 5.5142, 4.3060], [4.2566, 3.1823, -3.7754], [-2.2027, -4.7864, 6.0682], [-0.2792, -1.9768, -5.8014], [-0.7334, -2.0888, -6.7804], [2.7311, 1.6983, -2.6485], [1.8120, -5.4380, 0.0446]], "mulliken_charge": [0.417, 0.046, 0.592, 0.442, -0.155, -0.328, -0.639, 0.415, -0.729, -0.777, 0.425, 0.620, -0.799, 0.698, 0.300, -0.825, 0.402, -0.261, -0.281, 0.111, 0.415, 0.537, -0.735, -1.063, 0.502, -0.563, 0.543, -0.725, 0.622, 0.395, -0.093, 1.253, 0.596, 0.565, 1.221, 0.551, 0.904, 0.592, 0.394, 0.430, 0.467, -0.484, 0.711, -1.238, -0.166, 0.126, 0.438, 1.675, 0.447, -1.402, 0.414, 0.450, -1.061, 0.639, -0.488, 0.321, -0.845, 0.462, 0.533, -1.002, -0.651, -1.038, 0.370, 1.157, -0.694, 0.669, -0.548, -0.583, -0.404, -0.661, 0.753, 0.406, 0.510, -0.816, 0.477, 0.233, -0.444, -0.809, 0.333, -0.253, 0.054, 0.358, 0.179, -0.649, 1.071, 0.393, 0.393, 0.770, -0.622, -0.164, -0.464, 0.488, -0.780, -0.878, -0.768, 0.210, 0.428, 0.447, 0.351, 0.437, -0.500, -1.387, -0.986, -1.051, 0.680, 0.402, -0.683, 0.388, -0.887, 0.441, -0.119, -0.575], "total_charge": 1, "homo_energy_ev": -10.28}



Computed electronic energy, in the same sequence as the records: -17130.7021; -20639.0915; -192601.2775 eV.
Computed max |F|, in the same sequence as the records: 0.055; 0.060; 0.015 Eh/bohr.